Entry from the Open Molecules 2025 dataset: a 8-piece molecular cluster, C30H49Br14ClF4NO3 overall at a distorted geometry (ωB97M-V with the def2-TZVPD basis set).

```
! RIJCOSX wB97M-V def2-TZVPD def2/J DEFGRID3
* xyz 1 1
Br -0.446 0.408 4.228
Br 3.397 -5.507 -7.878
Br 8.329 -2.893 -5.494
Br 3.545 -2.586 -1.774
Br -0.803 7.291 1.405
Br 3.658 -5.805 -3.813
Br 6.244 -0.398 -0.531
Br -10.141 -0.475 6.130
Br 6.713 -5.178 -1.832
Br -0.021 1.112 7.824
Br 4.780 -8.597 -6.401
Br 11.374 -2.289 -3.499
Br -13.052 1.064 4.466
Br 1.967 7.244 3.832
Cl -4.419 4.263 4.395
F -8.856 0.555 1.458
F -7.468 1.723 0.128
F -6.734 0.394 2.815
F -6.481 -1.311 1.479
O -4.738 1.564 3.921
O 2.643 2.498 -0.385
O -5.058 3.591 2.973
N -3.702 0.755 -0.917
C 3.153 -8.329 -7.437
C -5.560 -0.788 -1.212
C 0.538 8.651 1.789
C -4.390 1.662 1.545
C -1.542 1.454 6.662
C -6.479 0.062 1.533
C 3.413 1.153 1.551
C 3.357 1.305 -0.003
C -4.810 0.232 -0.355
C 5.011 -7.052 -3.183
C -4.749 2.225 2.919
C -1.749 0.332 5.679
C -11.184 1.606 4.461
C 5.495 -6.697 -1.801
C 4.608 -1.253 -2.719
C -3.228 2.197 0.916
C -2.336 3.279 1.514
C 6.043 -1.265 -2.263
C 0.149 3.711 1.345
C 9.685 -4.147 -4.877
C -7.752 0.505 0.689
C -5.203 0.672 0.939
C 10.158 -3.808 -3.488
C -2.917 1.692 -0.342
C 0.422 3.469 -0.169
C 1.884 8.032 2.054
C -0.917 2.706 1.896
C -10.265 0.413 4.403
C 3.364 -7.334 -8.549
C 1.266 2.192 -0.443
H -0.506 3.521 -0.771
H -5.776 -1.731 -0.694
H 10.482 -4.137 -5.614
H 6.664 -0.688 -2.946
H -9.248 0.725 4.171
H 0.966 1.427 0.303
H 0.956 1.809 -1.445
H -4.923 -1.048 -2.081
H 2.379 -8.028 -6.737
H 4.187 0.401 1.781
H 0.163 9.236 2.624
H -10.584 -0.336 3.684
H -2.039 2.056 -0.886
H -6.447 -0.286 -1.631
H 4.689 -6.437 -1.120
H -1.365 2.413 6.182
H 4.523 -8.025 -3.175
H 2.436 0.763 1.906
H 4.541 -1.529 -3.770
H -0.871 2.717 2.991
H -3.432 0.426 -1.843
H 3.586 2.120 2.049
H 2.533 -7.365 -9.251
H 6.452 -2.266 -2.165
H 0.573 9.277 0.899
H -1.661 -0.652 6.130
H 1.052 4.322 -0.499
H -11.068 2.220 3.569
H 9.346 -3.558 -2.812
H -2.399 1.537 7.329
H 6.073 -7.517 -1.378
H 4.119 -0.295 -2.566
H -0.214 4.755 1.424
H 1.067 3.659 1.956
H -0.775 1.693 1.480
H 2.137 7.245 1.349
H 4.295 -7.490 -9.087
H 5.803 -7.055 -3.927
H 2.663 8.792 2.042
H 10.734 -4.632 -3.070
H -2.721 0.421 5.196
H 4.407 1.425 -0.333
H 2.911 -9.309 -7.844
H -7.946 -0.247 -0.096
H -2.200 4.048 0.726
H 2.877 0.413 -0.448
H -2.805 3.814 2.355
H 9.197 -5.121 -4.887
H -11.029 2.219 5.344
*
```

Its frontier orbital gap is 6.230 eV. As for the HOMO energy: -11.13 eV. Its molar mass is 1701.8 g/mol.